[1]
49
Properties=species:S:1:pos:R:3:mulliken_charge:R:1 method="wB97M-V/def2-TZVPD" total_charge=-1 e_homo_ev=-7.38 gap_ev=9.70 e_lumo_ev=2.32 total_energy_ha=-1298.8022
C 0.548 0.803 0.494 0.29
C 0.217 -0.354 -0.435 -0.42
O -0.824 -0.291 -1.122 -0.22
O 0.974 -1.371 -0.357 -0.13
H -0.299 1.428 0.765 -0.29
H 1.383 1.381 0.095 0.35
H 0.943 0.435 1.444 -0.10
O 2.534 -2.134 2.073 -0.65
H 1.816 -1.842 2.647 0.34
H 2.242 -1.872 1.182 0.31
O -1.568 0.398 3.453 -0.69
H -1.257 -0.466 3.097 0.42
H -2.466 0.489 3.117 0.29
O -2.382 1.830 -2.153 -0.70
H -2.241 1.654 -3.089 0.30
H -1.909 1.103 -1.708 0.36
O 1.838 2.065 -3.492 -0.61
H 1.783 1.745 -2.584 0.34
H 2.759 2.321 -3.603 0.28
O 0.244 -4.069 -0.188 -0.79
H 0.421 -3.107 -0.137 0.29
H 1.120 -4.467 -0.275 0.33
O 3.450 -2.256 -1.459 -0.69
H 3.377 -2.560 -2.370 0.32
H 2.542 -1.992 -1.226 0.35
O -0.685 -2.012 2.361 -0.69
H -0.435 -2.040 1.423 0.26
H -0.753 -2.937 2.623 0.27
O 0.351 3.926 -1.133 -0.65
H -0.267 3.278 -1.500 0.36
H 0.459 3.676 -0.196 0.33
O 0.825 4.045 1.670 -0.68
H -0.100 3.821 1.886 0.40
H 1.310 3.848 2.478 0.29
O -3.030 -1.907 -0.346 -0.68
H -2.283 -1.470 -0.806 0.38
H -3.637 -1.188 -0.149 0.28
O 0.929 1.818 3.746 -0.59
H 0.168 1.241 3.544 0.31
H 0.711 2.221 4.593 0.30
O 0.704 -3.547 -3.093 -0.64
H -0.115 -3.711 -3.574 0.28
H 0.437 -3.575 -2.152 0.36
O -1.536 -1.194 -3.738 -0.66
H -1.000 -1.351 -4.523 0.28
H -0.902 -1.214 -2.996 0.31
O -1.998 3.450 2.094 -0.69
H -2.709 3.419 1.440 0.35
H -1.690 2.533 2.176 0.26

[2]
83
Properties=species:S:1:pos:R:3:mulliken_charge:R:1 method="wB97M-V/def2-TZVPD" total_charge=0 e_homo_ev=-6.04 gap_ev=5.56 e_lumo_ev=-0.48 total_energy_ha=-7025.3158
Cs -0.380 0.264 -0.059 1.52
Br 2.998 0.420 -0.195 -0.12
C 2.996 2.406 -0.168 -0.49
Br 1.284 3.198 -0.728 -0.16
H 3.764 2.742 -0.859 0.34
H 3.196 2.715 0.855 0.36
C -3.866 -1.646 -1.504 -1.17
Si -4.151 -1.214 0.343 -0.38
C -6.044 -1.434 0.634 -1.28
C -3.334 -2.630 1.352 -0.28
C -3.271 0.368 0.799 0.84
C -2.804 0.360 2.180 -0.31
C -3.692 0.096 3.238 -0.21
C -3.230 0.007 4.528 -0.62
C -1.872 0.182 4.768 -0.59
C -1.068 0.468 3.685 -0.78
N -1.501 0.562 2.433 0.06
Si -3.855 2.023 0.160 -0.20
C -3.819 2.136 -1.747 -1.01
C -5.673 2.460 0.608 -1.20
C -2.808 3.465 0.860 -0.91
H -4.025 -2.708 -1.667 0.39
H -2.864 -1.411 -1.857 0.24
H -4.568 -1.108 -2.128 0.39
H -6.398 -2.397 0.282 0.40
H -6.618 -0.670 0.123 0.33
H -6.284 -1.366 1.690 0.35
H -3.236 -3.534 0.758 -0.36
H -3.924 -2.874 2.229 0.43
H -2.347 -2.349 1.702 0.22
H -4.738 -0.018 3.013 0.34
H -3.909 -0.192 5.346 0.45
H -1.469 0.104 5.766 0.42
H -0.001 0.626 3.815 0.38
H -4.533 1.443 -2.178 0.30
H -2.845 1.927 -2.183 0.23
H -4.107 3.135 -2.053 0.35
H -6.357 1.694 0.255 0.32
H -5.984 3.400 0.160 0.38
H -5.803 2.544 1.683 0.31
H -1.831 3.546 0.393 0.12
H -2.659 3.331 1.926 0.28
H -3.312 4.415 0.716 0.36
C -2.057 -6.053 -0.982 -1.53
C -0.956 -6.131 0.067 1.63
C -0.138 -7.396 -0.151 -1.64
C -1.597 -6.184 1.447 -1.69
Sb 0.142 -4.124 -0.070 0.85
C 1.645 -4.242 1.633 1.70
C 2.179 -5.641 1.888 -1.74
C 2.814 -3.310 1.361 -1.89
C 0.873 -3.730 2.842 -1.85
C 1.286 -4.240 -2.045 1.56
C 1.761 -5.632 -2.420 -1.71
C 2.488 -3.309 -1.995 -1.79
C 0.300 -3.724 -3.084 -1.65
H -2.712 -6.922 -0.904 0.51
H -1.646 -6.034 -1.989 0.32
H -2.664 -5.160 -0.843 0.06
H -0.774 -8.265 0.024 0.50
H 0.703 -7.463 0.532 0.22
H 0.234 -7.465 -1.168 0.26
H -2.300 -7.017 1.496 0.55
H -2.147 -5.270 1.662 0.22
H -0.854 -6.333 2.226 0.30
H 2.617 -6.061 0.984 0.25
H 1.394 -6.303 2.246 0.33
H 2.958 -5.612 2.652 0.51
H 3.486 -3.735 0.622 0.33
H 3.388 -3.158 2.276 0.53
H 2.482 -2.333 1.011 0.29
H -0.017 -4.326 3.026 0.32
H 0.565 -2.695 2.692 0.46
H 1.496 -3.770 3.737 0.46
H 2.291 -6.103 -1.595 0.27
H 2.446 -5.575 -3.268 0.51
H 0.928 -6.263 -2.715 0.33
H 3.289 -3.748 -1.409 0.32
H 2.239 -2.336 -1.570 0.25
H 2.872 -3.146 -3.004 0.55
H -0.608 -4.322 -3.099 0.34
H 0.744 -3.761 -4.080 0.46
H 0.021 -2.689 -2.877 0.30